# 1
The following is a DFT calculation (ωB97M-V/def2-TZVPD) of 2 unconnected molecules or ions with the total composition C37H34F6N2O2.

Computed properties:
- calculated total energy (a.u.) = -2289.43731
- Kohn-Sham gap (eV) = 2.8

Geometry as XYZ:
```
81
Properties=species:S:1:pos:R:3:mulliken_charge:R:1
F 3.78 -7.75 0.86 -0.268
C 2.89 -6.95 1.51 0.846
F 1.77 -6.80 0.72 -0.271
F 2.47 -7.61 2.64 -0.244
C 3.44 -5.60 1.87 -0.949
N 2.30 -4.84 2.40 0.852
C 2.31 -4.65 3.79 -0.622
C 3.08 -3.61 4.33 -0.070
C 3.19 -3.51 5.72 -0.737
C 2.54 -4.44 6.54 -0.327
C 1.80 -5.50 5.98 -0.821
C 1.68 -5.60 4.60 0.008
C 1.62 -3.97 1.58 0.504
C 0.22 -3.82 1.75 -0.346
C -0.47 -2.99 0.89 -1.282
C 0.19 -2.20 -0.11 0.779
C -0.63 -1.36 -0.90 0.292
C -0.30 -0.33 -1.82 0.903
C -1.32 0.29 -2.63 -1.199
C -1.02 1.23 -3.59 -0.816
C 0.32 1.68 -3.73 0.595
N 0.64 2.65 -4.66 0.630
C 0.22 2.52 -6.05 -0.957
C 1.14 1.60 -6.81 0.917
F 0.58 1.18 -7.98 -0.275
F 2.34 2.22 -7.10 -0.250
F 1.46 0.49 -6.07 -0.249
C 1.46 3.74 -4.28 -0.318
C 2.85 3.56 -4.39 0.131
C 3.70 4.53 -3.85 -0.863
C 3.17 5.67 -3.23 -0.404
C 1.78 5.88 -3.20 -0.618
C 0.92 4.93 -3.74 -0.407
C 1.32 1.17 -2.88 -0.069
C 1.02 0.19 -1.95 -1.089
C 1.60 -2.40 -0.26 -1.176
C 2.29 -3.24 0.59 -0.331
H 4.21 -5.68 2.64 0.402
H 3.83 -5.13 0.97 0.391
H 3.56 -2.90 3.66 0.381
H 3.79 -2.71 6.15 0.368
H 2.62 -4.36 7.62 0.377
H 1.30 -6.24 6.61 0.376
H 1.12 -6.40 4.11 0.422
H -0.27 -4.40 2.54 0.490
H -1.56 -2.92 0.99 0.365
H -1.70 -1.53 -0.78 0.411
H -2.37 0.00 -2.47 0.367
H -1.79 1.67 -4.24 0.427
H -0.78 2.08 -6.07 0.385
H 0.26 3.51 -6.52 0.395
H 3.21 2.63 -4.84 0.451
H 4.78 4.38 -3.91 0.354
H 3.83 6.40 -2.78 0.386
H 1.38 6.79 -2.76 0.386
H -0.16 5.06 -3.72 0.410
H 2.34 1.55 -2.99 0.490
H 1.83 -0.16 -1.30 0.491
H 2.17 -1.95 -1.08 0.493
H 3.38 -3.35 0.52 0.430
C -5.36 4.27 3.04 -2.106
C -4.58 3.29 2.18 1.920
C -3.79 4.07 1.13 -1.796
C -3.63 2.45 3.06 -0.986
C -2.87 1.35 2.30 0.412
O -1.73 1.01 2.66 -0.786
C -3.56 0.75 1.20 -0.450
C -4.83 1.17 0.71 0.307
O -5.39 0.67 -0.28 -0.775
C -5.53 2.29 1.50 -0.925
H -5.94 3.73 3.79 0.412
H -4.68 4.96 3.54 0.425
H -6.06 4.84 2.42 0.419
H -3.20 3.42 0.48 0.347
H -4.48 4.65 0.50 0.425
H -3.10 4.77 1.62 0.416
H -2.91 3.12 3.56 0.317
H -4.26 1.97 3.83 0.379
H -3.08 -0.11 0.72 0.416
H -6.12 1.81 2.31 0.367
H -6.22 2.83 0.84 0.315
```

***

# 2
The following is a DFT calculation (ωB97M-V/def2-TZVPD) of a molecular structure, C22H12Br4F6IN3O8ReS2.

Computed properties:
- calculated total energy (a.u.) = -13679.32364
- ⟨S²⟩ = 1.05
- 2S+1 = 2
- Kohn-Sham gap (spin up / spin down) (eV) = 5.7 / 5.8

Geometry as XYZ:
```
59
Properties=species:S:1:pos:R:3:lowdin_spin:R:1
Re -1.89 -0.06 0.04 0.712
C -1.87 2.64 -3.68 0.002
C -0.84 1.57 -3.65 0.013
N 0.15 1.60 -4.49 -0.001
C 1.11 0.68 -4.46 0.010
C 1.15 -0.33 -3.53 -0.006
C 2.26 -1.36 -3.57 -0.001
O 1.77 -2.65 -3.87 -0.001
C 0.11 -0.42 -2.58 0.013
C 0.10 -1.51 -1.66 0.010
N -0.69 -1.62 -0.64 0.017
C -0.65 -2.77 0.16 0.004
C 0.53 -3.44 0.46 -0.001
C 0.52 -4.59 1.24 0.000
C -0.68 -5.09 1.73 -0.001
C -1.87 -4.42 1.49 0.000
C -1.83 -3.28 0.72 0.000
I -3.61 -2.12 0.31 0.001
C -0.96 0.53 -2.65 0.011
O -2.02 0.48 -1.93 0.066
H -1.65 3.35 -4.47 0.000
H -2.86 2.20 -3.82 0.001
H -1.87 3.15 -2.71 0.000
H 1.87 0.79 -5.22 0.001
H 3.01 -1.06 -4.31 0.000
H 2.74 -1.42 -2.59 0.000
H 1.40 -2.65 -4.76 0.000
H 0.77 -2.34 -1.88 0.000
H 1.47 -3.02 0.11 0.000
H 1.45 -5.08 1.46 0.000
H -0.68 -5.99 2.32 0.000
H -2.80 -4.78 1.90 0.000
F 3.35 1.36 2.32 0.000
C 3.62 0.40 1.44 0.000
F 4.04 -0.67 2.11 0.000
F 4.61 0.82 0.66 0.000
S 2.11 0.04 0.40 0.000
O 1.01 -0.09 1.31 0.000
O 2.45 -1.11 -0.38 0.000
N 2.05 1.35 -0.48 0.000
S 0.78 2.25 -0.43 0.000
O 0.70 3.14 -1.53 0.000
O -0.42 1.53 -0.09 0.003
C 0.95 3.34 1.10 0.000
F 0.63 2.65 2.20 0.000
F 0.11 4.37 1.02 0.000
F 2.18 3.81 1.25 0.000
Br -0.74 1.62 6.65 0.007
C -1.32 1.64 4.88 0.023
C -2.03 2.74 4.38 -0.010
Br -2.38 4.20 5.50 -0.004
C -2.51 2.74 3.08 0.019
Br -3.44 4.21 2.37 0.005
C -2.32 1.63 2.24 -0.002
O -2.78 1.52 1.05 0.108
C -1.58 0.50 2.77 0.023
O -1.48 -0.52 1.99 -0.005
C -1.09 0.53 4.07 -0.014
Br -0.14 -0.97 4.66 -0.004
```

***

# 3
The following is a DFT calculation (ωB97M-V/def2-TZVPD) of C8H12O4 in the gas phase.

Computed properties:
- calculated total energy (a.u.) = -612.82287
- Kohn-Sham gap (eV) = 5.1

Geometry as XYZ:
```
24
Properties=species:S:1:pos:R:3:mulliken_charge:R:1
C 1.63 -0.90 1.33 0.974
C -1.10 -0.93 0.69 -1.053
C -0.67 1.60 0.53 -0.436
C 0.98 -1.60 0.34 -0.620
C -1.70 0.54 0.37 0.154
C -1.18 1.25 -1.63 0.968
C 3.01 -1.60 1.69 -1.164
C -1.21 1.39 -3.07 -1.068
O 1.32 0.19 1.86 -0.874
O -0.20 -1.32 -0.28 -0.393
O -0.31 1.87 -0.85 -0.315
O -2.11 0.61 -1.00 -0.343
H -0.71 -0.90 1.64 0.585
H -1.99 -1.49 0.66 0.436
H -1.10 2.56 0.77 0.293
H 0.26 1.41 1.07 0.354
H 1.44 -2.52 -0.09 0.112
H -2.55 0.74 0.98 0.557
H 3.28 -2.27 0.82 0.302
H 2.93 -2.17 2.68 0.222
H 3.65 -0.79 1.70 0.349
H -1.19 0.34 -3.31 0.311
H -0.39 2.06 -3.48 0.304
H -2.09 1.93 -3.42 0.343
```

***

# 4
The following is a DFT calculation (ωB97M-V/def2-TZVPD) of a gas-phase ion, C3H6N (charge +1).

Computed properties:
- calculated total energy (a.u.) = -172.34081
- charge = +1
- SMILES = C=C[NH+]=C
- Kohn-Sham gap (eV) = 10.2

Geometry as XYZ:
```
10
Properties=species:S:1:pos:R:3:mulliken_charge:R:1
C -0.37 -0.02 -1.53 -0.535
C -0.72 -0.45 -0.35 -0.142
N -0.23 0.13 0.90 -0.035
C 0.99 0.05 1.26 -0.104
H 0.25 0.84 -1.74 0.273
H -0.67 -0.46 -2.47 0.262
H -1.46 -1.21 -0.14 0.366
H -0.88 0.73 1.39 0.322
H 1.31 0.58 2.14 0.286
H 1.77 -0.21 0.55 0.305
```

***

# 5
The following is a DFT calculation (ωB97M-V/def2-TZVPD) of C3H4O3 in the gas phase.

Computed properties:
- calculated total energy (a.u.) = -342.39914
- SMILES = O=CC(O)C=O
- Kohn-Sham gap (eV) = 10.3

Geometry as XYZ:
```
10
Properties=species:S:1:pos:R:3:mulliken_charge:R:1
O -2.23 -0.12 0.62 -0.457
C -1.35 0.00 -0.20 -0.032
C 0.07 -0.54 -0.03 0.102
O 0.66 -0.71 -1.28 -0.549
C 0.83 0.49 0.80 0.034
O 1.60 1.24 0.26 -0.497
H -1.49 0.55 -1.16 0.346
H 0.02 -1.49 0.51 0.302
H 1.26 0.05 -1.41 0.365
H 0.63 0.52 1.88 0.387
```

***

# 6
The following is a DFT calculation (ωB97M-V/def2-TZVPD) of C3H4N2O in the gas phase.

Computed properties:
- calculated total energy (a.u.) = -301.33662
- Kohn-Sham gap (eV) = 8.2

Geometry as XYZ:
```
10
Properties=species:S:1:pos:R:3:mulliken_charge:R:1
O 0.72 1.71 1.93 -0.236
C 0.41 2.22 0.78 -0.415
C 0.12 1.04 -0.17 0.213
N 0.20 -0.14 0.29 -0.491
C -0.14 -1.26 -0.49 0.109
N -1.28 -1.38 -1.01 -0.594
H 0.69 0.71 1.90 0.408
H -0.16 1.25 -1.21 0.402
H 0.67 -2.00 -0.53 0.347
H -1.36 -2.28 -1.48 0.258
```

***

> What is the calculated total energy in the fifth record?

-342.39914 a.u.